1.
25
Properties=species:S:1:pos:R:3:lowdin_charge:R:1 method="wB97M-V/def2-TZVPD" orbital_gap_ev=10.1 charge=+1 lumo_energy_ev=-2.82 homo_energy_ha=-0.4733
C -0.03 -1.38 -0.05 -0.19
C -1.27 -0.81 -0.66 -0.19
C -1.07 0.27 -1.73 -0.21
N -1.12 1.64 -1.04 -0.02
N 0.55 -0.57 1.08 0.19
H 0.84 -1.50 -0.70 0.11
H -0.16 -2.44 0.23 0.13
H -1.90 -0.50 0.17 0.09
H -1.69 -1.72 -1.13 0.13
H -0.11 0.21 -2.22 0.11
H -1.93 0.30 -2.41 0.11
H -1.37 2.23 -1.82 0.06
H -1.96 1.65 -0.46 0.04
H -0.23 0.00 1.42 0.10
H 0.89 -1.25 1.77 0.15
H 1.30 0.13 0.93 0.15
H 2.58 2.81 -0.10 0.05
H 1.45 2.41 -1.02 0.02
O 2.12 2.03 -0.43 -0.07
H -1.73 2.00 2.14 0.09
H -2.44 0.97 2.54 0.09
O -1.87 1.11 1.76 -0.07
H 2.22 -3.51 0.82 0.08
H 3.15 -2.46 0.33 0.08
O 2.19 -2.61 0.44 -0.05

=====

2.
25
Properties=species:S:1:pos:R:3:lowdin_charge:R:1 method="wB97M-V/def2-TZVPD" orbital_gap_ev=10.3 charge=+1 lumo_energy_ev=-2.82 homo_energy_ha=-0.4829
C 1.07 1.01 -1.28 -0.28
N -0.09 0.17 -1.20 -0.03
C 1.52 1.68 0.03 -0.12
N 0.34 1.41 1.01 -0.11
C 0.75 1.38 2.34 -0.09
H 1.91 0.47 -1.75 0.12
H 1.10 1.76 -2.16 0.14
H 0.15 -0.84 -1.40 0.08
H -0.95 0.40 -1.68 0.10
H 2.55 1.51 0.40 0.13
H 1.82 2.71 -0.32 0.13
H -0.04 0.31 0.61 0.18
H -0.49 1.92 0.70 0.17
H 1.71 2.01 2.48 0.13
H 0.04 1.73 3.12 0.11
H 0.97 0.29 2.39 0.11
H -3.23 -2.01 -1.34 0.05
H -2.58 -2.18 -0.09 0.04
O -2.54 -1.61 -0.85 -0.02
H -0.68 -3.19 -1.32 0.02
H 0.71 -3.40 -1.82 0.07
O 0.19 -2.80 -1.27 -0.05
H -2.05 -0.45 0.94 0.04
H -0.95 -1.58 1.25 0.05
O -1.21 -0.70 1.22 0.01

=====

Which structure is the least stable? The one labeled 2.

=====

1.
29
Properties=species:S:1:pos:R:3:lowdin_charge:R:1 method="wB97M-V/def2-TZVPD" orbital_gap_ev=9.1 charge=+1 lumo_energy_ev=-4.37 homo_energy_ha=-0.4942
C -0.89 -0.07 2.67 -0.07
C 0.67 -0.15 2.52 -0.10
C -1.29 -0.82 0.42 -0.14
C 1.90 0.29 0.23 -0.06
C -1.18 -0.60 -1.07 -0.07
C 1.28 -0.80 -0.66 -0.08
C -1.26 0.41 1.29 -0.36
C 0.95 0.83 1.34 -0.26
C 0.20 -0.34 -1.52 -0.16
C -0.23 0.92 -3.58 0.05
O 0.58 0.27 -2.55 0.07
O -0.30 1.35 0.82 -0.05
H -1.35 -1.13 2.84 0.17
H -0.96 0.74 3.38 0.12
H 1.26 0.15 3.32 0.10
H 1.13 -1.11 2.43 0.11
H -2.38 -1.11 0.53 0.16
H -0.64 -1.59 0.74 0.10
H 2.78 -0.16 0.49 0.10
H 2.21 1.09 -0.47 0.14
H -1.60 -1.42 -1.50 0.12
H -1.93 0.10 -1.48 0.15
H 2.11 -1.00 -1.27 0.13
H 0.97 -1.68 -0.13 0.13
H -2.16 1.05 1.08 0.18
H 1.49 1.72 1.71 0.16
H 0.38 0.63 -4.47 0.14
H -0.46 1.94 -3.49 0.09
H -1.26 0.52 -3.62 0.11

=====

2.
29
Properties=species:S:1:pos:R:3:lowdin_charge:R:1 method="wB97M-V/def2-TZVPD" orbital_gap_ev=9.4 charge=+1 lumo_energy_ev=-3.66 homo_energy_ha=-0.4816
C -0.55 -1.21 -1.05 0.06
C 0.31 -0.97 -0.03 -0.18
C 0.38 1.04 1.54 -0.01
C -1.90 -0.44 -0.89 -0.34
C -0.37 -0.14 0.98 -0.18
C -1.65 0.38 0.25 0.08
C -3.09 -1.29 -0.50 -0.05
C 2.45 -1.54 -1.20 -0.09
C 1.20 3.11 0.51 0.06
C 1.72 -1.52 0.12 -0.21
O -0.68 2.07 -0.17 -0.02
O 0.58 1.88 0.36 -0.20
H -0.24 -1.58 -2.01 0.12
H -0.02 1.56 2.41 0.16
H 1.34 0.81 1.90 0.13
H -2.19 -0.03 -1.84 0.16
H -0.83 -0.62 1.82 0.17
H -2.51 0.77 0.78 0.16
H -3.09 -2.02 -1.37 0.11
H -4.04 -0.70 -0.70 0.12
H -3.00 -1.97 0.42 0.12
H 2.48 -0.48 -1.43 0.07
H 2.08 -2.09 -2.07 0.08
H 3.58 -1.84 -0.85 0.14
H 1.03 3.60 1.40 0.11
H 2.20 2.86 0.51 0.11
H 0.97 3.68 -0.28 0.09
H 2.14 -0.82 0.82 0.10
H 1.69 -2.49 0.58 0.12

=====

Which structure is the least stable? The one labeled 2.

=====

1.
17
Properties=species:S:1:pos:R:3:lowdin_charge:R:1 method="wB97M-V/def2-TZVPD" orbital_gap_ev=5.5 charge=-1 lumo_energy_ev=2.99 homo_energy_ha=-0.0923
N 0.74 -1.42 -0.80 0.01
C 0.61 -0.37 0.19 -0.49
C 1.90 0.46 0.03 -0.53
O 2.92 -0.26 0.52 -0.36
C -0.39 0.55 -0.35 -0.35
C -1.79 0.02 -0.26 -0.49
S -2.98 0.87 0.95 0.54
H 1.76 -1.58 -1.02 0.08
H 0.49 -2.35 -0.33 0.09
H 0.45 -0.67 1.17 0.12
H 1.61 1.35 0.88 0.10
H 2.15 1.06 -1.00 0.12
H -0.31 1.54 0.13 0.10
H -0.10 0.68 -1.38 0.10
H -1.92 -0.96 0.25 0.04
H -2.27 -0.05 -1.30 0.10
H -2.86 1.12 2.31 -0.18

=====

2.
17
Properties=species:S:1:pos:R:3:lowdin_charge:R:1 method="wB97M-V/def2-TZVPD" orbital_gap_ev=5.6 charge=-1 lumo_energy_ev=3.05 homo_energy_ha=-0.0954
C -0.81 -0.29 -1.57 -0.08
C -0.15 0.60 -0.45 -0.47
C 0.98 -0.25 0.20 -0.59
S 2.56 -0.07 -0.65 0.67
N -1.18 1.08 0.48 -0.07
C -1.66 0.10 1.61 -0.54
O -2.47 -0.90 1.30 -0.35
H -0.86 0.17 -2.55 0.05
H -0.27 -1.24 -1.68 0.05
H -1.75 -0.74 -1.20 0.07
H 0.36 1.51 -0.77 0.09
H 0.93 -0.06 1.29 0.06
H 0.66 -1.30 0.20 0.07
H 2.08 -0.75 -1.69 -0.16
H -2.04 1.24 -0.04 0.07
H -0.68 -0.27 1.98 0.06
H -2.26 0.82 2.22 0.07

=====

Which structure is the least stable? The one labeled 1.

=====

1.
25
Properties=species:S:1:pos:R:3:lowdin_charge:R:1 method="wB97M-V/def2-TZVPD" orbital_gap_ev=7.6 lumo_energy_ev=0.68 homo_energy_ha=-0.2527
C 0.68 -1.64 0.54 -0.38
C 1.44 -0.64 1.35 -0.06
C 1.38 -2.42 -0.52 -0.06
N -1.12 -2.99 0.46 -0.01
N -0.60 -1.84 0.82 -0.12
H -1.15 -1.06 1.20 0.14
H -2.14 -2.91 0.40 0.02
H 2.05 -1.13 2.11 0.08
H 0.77 0.05 1.86 0.07
H 2.12 -0.06 0.72 0.07
H 1.97 -3.24 -0.10 0.08
H 0.63 -2.86 -1.18 0.06
H 2.05 -1.78 -1.09 0.07
C -1.50 1.80 0.02 -0.28
C -0.46 1.49 -1.04 -0.24
C 0.67 2.52 -1.04 -0.11
O -2.40 0.71 0.12 -0.08
H -3.19 0.98 0.60 0.09
H -1.01 1.97 0.99 0.11
H -2.04 2.72 -0.24 0.12
H -0.94 1.46 -2.01 0.11
H -0.06 0.50 -0.84 0.09
H 0.28 3.52 -1.23 0.07
H 1.18 2.53 -0.08 0.07
H 1.40 2.29 -1.81 0.07

=====

2.
25
Properties=species:S:1:pos:R:3:lowdin_charge:R:1 method="wB97M-V/def2-TZVPD" orbital_gap_ev=9.3 lumo_energy_ev=0.82 homo_energy_ha=-0.3100
C -0.51 0.04 0.09 -0.49
C 0.39 0.14 -1.15 -0.51
C 1.25 0.64 1.73 -0.10
C 0.96 -1.67 1.10 -0.08
C -1.25 1.35 0.39 -0.04
C -1.58 -1.04 -0.16 -0.04
N 0.33 -0.36 1.23 -0.19
N 1.07 1.29 -1.33 0.19
O 0.70 -0.86 -1.82 -0.06
H -0.61 -0.59 -3.20 0.04
H -1.22 -0.16 -3.60 0.06
H 0.78 2.15 -0.89 0.09
H 1.73 1.34 -2.10 0.12
H 1.78 0.21 2.59 0.09
H 0.70 1.51 2.11 0.08
H 1.99 0.97 0.99 0.08
H 1.60 -1.84 1.96 0.08
H 1.55 -1.78 0.19 0.08
H 0.20 -2.45 1.11 0.08
H -0.59 2.18 0.63 0.06
H -1.85 1.63 -0.47 0.09
H -1.90 1.20 1.25 0.10
H -2.32 -0.66 -0.86 0.08
H -2.06 -1.29 0.79 0.09
H -1.13 -1.93 -0.59 0.08

=====

Which structure is the least stable? The one labeled 1.

=====

1.
9
Properties=species:S:1:pos:R:3:lowdin_charge:R:1 method="wB97M-V/def2-TZVPD" orbital_gap_ev=10.2 lumo_energy_ev=0.76 homo_energy_ha=-0.3488
C -0.21 0.30 -0.26 -0.08
C 1.41 -0.63 0.50 -0.13
C -1.55 0.58 -0.27 -0.67
F 2.35 -0.87 -0.35 0.03
Cl -2.83 -0.31 0.49 0.53
H 1.57 0.24 1.17 0.10
H 0.39 0.87 -0.98 0.04
H 0.88 -1.52 0.77 0.08
H -2.01 1.33 -1.06 0.09

=====

2.
9
Properties=species:S:1:pos:R:3:lowdin_charge:R:1 method="wB97M-V/def2-TZVPD" orbital_gap_ev=8.4 lumo_energy_ev=-1.03 homo_energy_ha=-0.3471
C 0.06 1.18 0.00 -0.17
C 0.46 -0.40 -0.05 -0.78
C -0.47 -1.34 -0.05 -0.25
H -0.90 1.37 1.51 0.20
H 1.67 1.82 -0.16 0.19
H -1.01 1.27 -1.37 0.20
H -0.36 -2.35 0.08 0.09
F -1.69 -0.84 0.02 0.00
Cl 2.25 -0.71 0.02 0.52

=====

3.
9
Properties=species:S:1:pos:R:3:lowdin_charge:R:1 method="wB97M-V/def2-TZVPD" orbital_gap_ev=10.5 lumo_energy_ev=0.43 homo_energy_ha=-0.3686
C -1.01 0.38 -0.05 -1.02
C -0.06 -0.47 0.50 -0.17
C 1.25 -0.34 -0.15 0.06
H -0.81 0.53 -1.07 0.08
H 0.03 -1.04 1.54 0.16
H 2.09 -0.76 0.09 -0.07
H 1.92 0.37 -1.13 0.18
F -0.88 1.64 0.29 0.02
Cl -2.53 -0.30 -0.02 0.76

=====

Which structure is the least stable? The one labeled 2.

=====

1.
10
Properties=species:S:1:pos:R:3:lowdin_charge:R:1 method="wB97M-V/def2-TZVPD" orbital_gap_ev=10.1 lumo_energy_ev=0.88 homo_energy_ha=-0.3381
C -0.38 1.30 0.15 -0.27
C 0.46 -1.16 -0.47 -0.24
O 1.52 1.05 -1.58 -0.57
S 0.17 0.42 -1.38 0.84
H -0.22 2.40 0.00 0.07
H 0.28 0.95 0.83 -0.03
H -1.39 1.04 0.63 0.09
H 1.37 -1.46 -0.81 0.01
H -0.31 -1.91 -0.60 0.05
H 0.58 -0.94 0.59 0.05

=====

2.
10
Properties=species:S:1:pos:R:3:lowdin_charge:R:1 method="wB97M-V/def2-TZVPD" orbital_gap_ev=9.9 lumo_energy_ev=0.67 homo_energy_ha=-0.3401
C 2.73 0.30 -3.99 -0.13
O 3.75 0.76 -4.48 -0.02
H 2.68 -0.10 -2.89 0.10
H 1.79 0.15 -4.46 0.05
C -1.59 -0.54 2.81 -0.52
S -2.09 1.24 2.61 0.57
H -2.31 -1.36 3.21 0.05
H -1.20 -0.95 1.85 0.01
H -0.70 -0.46 3.61 0.06
H -3.08 0.97 1.73 -0.17

=====

Which structure is the least stable? The one labeled 2.